Entry 1:
The following is a DFT calculation (the ωB97M-V functional and the def2-TZVPD basis) of a cluster of 4 separate species, C50H81F9N4O6S in total.

Positions of all 151 atoms, in Å:
C: -1.6736 1.0014 -2.2923
C: -1.2039 -0.0722 -2.0441
N: -0.7410 -1.3178 -1.7381
C: -0.3728 -2.0921 -2.8911
C: -1.3673 -2.7412 -3.5929
C: -1.0675 -3.4505 -4.7316
C: 0.2390 -3.5362 -5.1836
C: 1.2432 -2.9031 -4.4673
C: 0.9382 -2.1776 -3.3361
S: 2.2218 -1.3322 -2.4659
C: 1.5455 -1.3737 -0.8315
C: 2.4009 -1.4104 0.2460
C: 1.9308 -1.3963 1.5453
C: 2.9306 -1.4752 2.6636
C: 4.1161 -0.4844 2.5387
C: 4.5859 0.0022 3.9040
C: 5.1597 -1.1714 4.7367
C: 5.5801 1.1556 3.7730
C: 0.5451 -1.3440 1.7607
C: 0.0014 -1.2652 3.1693
C: 0.1260 0.1771 3.6677
C: -0.5896 0.4427 4.9770
F: 0.2186 0.1744 6.0424
F: -1.6932 -0.3485 5.1161
C: -1.1115 1.8940 5.1346
F: -1.5643 2.0653 6.3975
F: -2.1480 2.0638 4.2839
C: -0.0504 2.9938 4.8320
F: 1.1882 2.5581 5.1475
F: -0.0761 3.2674 3.5043
C: -0.2864 4.3354 5.5752
F: 0.4445 5.2759 4.9714
F: -1.5727 4.6861 5.5167
F: 0.0921 4.2427 6.8501
C: -0.3316 -1.3382 0.6734
C: -1.8250 -1.2969 0.8774
C: -2.3481 0.0851 1.3010
C: -3.8492 0.2225 1.0614
C: -4.6806 -0.8955 1.7033
C: -4.4274 -1.0387 3.2091
C: -5.6880 -1.3546 4.0387
C: -5.3809 -2.3303 5.1828
C: 0.1791 -1.3484 -0.6280
H: -2.0955 1.9555 -2.4810
H: -2.4039 -2.6870 -3.2909
H: -1.8348 -3.9472 -5.3080
H: 0.4704 -4.0867 -6.0820
H: 2.2648 -2.9749 -4.8135
H: 3.4674 -1.4534 0.0664
H: 2.4767 -1.3336 3.6382
H: 3.3234 -2.4903 2.6724
H: 4.9479 -1.0081 2.0643
H: 3.8404 0.3559 1.9008
H: 3.7123 0.3856 4.4383
H: 5.2914 -2.0704 4.1388
H: 6.1375 -0.9003 5.1318
H: 4.5239 -1.3857 5.5924
H: 6.0910 1.3165 4.7217
H: 6.3404 0.9502 3.0212
H: 5.0609 2.0822 3.5333
H: 0.5853 -1.9223 3.8100
H: -1.0278 -1.6009 3.2147
H: 1.1766 0.3920 3.8505
H: -0.2067 0.8773 2.9056
H: -2.3408 -1.5984 -0.0287
H: -2.0984 -2.0263 1.6402
H: -2.1424 0.2559 2.3573
H: -1.8142 0.8490 0.7356
H: -4.0037 0.2230 -0.0194
H: -4.2178 1.1618 1.4744
H: -4.4978 -1.8406 1.1915
H: -5.7309 -0.6537 1.5384
H: -3.6677 -1.7960 3.4089
H: -4.0153 -0.0980 3.5786
H: -6.0305 -0.4283 4.4971
H: -6.4742 -1.7562 3.4037
H: -4.4826 -1.9986 5.7010
H: -6.2078 -2.3856 5.8855
H: -5.1717 -3.3191 4.7757
C: 0.8808 -8.0756 -1.1839
O: 1.2081 -8.5102 0.1211
C: 2.4649 -9.1676 0.2252
C: 3.4321 -8.3508 1.0530
N: 3.8171 -7.1333 0.3533
C: 4.5911 -6.1885 1.1489
C: 3.9173 -5.5590 2.3626
O: 2.8404 -4.7008 2.0379
C: 1.5759 -5.3225 1.8962
H: -0.1359 -7.6886 -1.1492
H: 1.5472 -7.2798 -1.5343
H: 0.9159 -8.9041 -1.8979
H: 2.8798 -9.3666 -0.7671
H: 2.2968 -10.1276 0.7214
H: 4.3288 -8.9477 1.2445
H: 2.9499 -8.1507 2.0203
H: 2.9816 -6.6704 0.0185
H: 4.8957 -5.3765 0.4836
H: 5.5077 -6.6853 1.4832
H: 4.6637 -4.9320 2.8602
H: 3.5947 -6.3067 3.0971
H: 1.4770 -6.1893 2.5546
H: 1.3842 -5.6304 0.8647
H: 0.8182 -4.5856 2.1675
C: -5.6649 1.7874 -8.6779
O: -4.3394 2.2673 -8.7710
C: -3.8169 2.7889 -7.5550
C: -2.6846 1.9290 -7.0394
N: -3.1726 0.6339 -6.5884
C: -2.1260 -0.3256 -6.2509
C: -1.2178 -0.8021 -7.3787
O: -1.8736 -1.5920 -8.3547
C: -2.4857 -0.8800 -9.4120
H: -5.9812 1.5158 -9.6835
H: -5.7400 0.9033 -8.0353
H: -6.3404 2.5588 -8.2952
H: -4.6067 2.8770 -6.8032
H: -3.4335 3.7919 -7.7634
H: -2.2082 2.4393 -6.1968
H: -1.9402 1.8463 -7.8438
H: -3.7610 0.2365 -7.3094
H: -2.6087 -1.2095 -5.8292
H: -1.5006 0.0969 -5.4573
H: -0.4631 -1.4516 -6.9285
H: -0.6739 0.0203 -7.8590
H: -1.9455 0.0419 -9.6436
H: -3.5293 -0.6344 -9.1937
H: -2.4717 -1.5229 -10.2925
C: 0.8634 5.0671 0.1922
O: -0.0424 6.1139 0.4800
C: 0.0064 6.5755 1.8250
C: 0.5219 7.9954 1.8941
N: 1.9345 8.0571 1.5450
C: 2.4680 9.4067 1.3998
C: 1.9123 10.2777 0.2790
O: 2.2305 9.8178 -1.0198
C: 1.3346 8.8723 -1.5717
H: 0.6596 4.7327 -0.8236
H: 1.9069 5.3958 0.2509
H: 0.7219 4.2218 0.8734
H: 0.6199 5.9116 2.4398
H: -1.0149 6.5500 2.2169
H: 0.3933 8.3695 2.9143
H: -0.1053 8.6071 1.2303
H: 2.0804 7.5525 0.6799
H: 3.5458 9.3172 1.2434
H: 2.3282 9.9357 2.3481
H: 2.3774 11.2628 0.3699
H: 0.8298 10.4295 0.3708
H: 0.3117 9.0339 -1.2211
H: 1.6298 7.8440 -1.3438
H: 1.3556 8.9941 -2.6547

DFT total energy ... -3921.06420 Eh
Spin multiplicity ... 1
Total charge ... 0
E_LUMO ... 0.5079 eV
Gap between HOMO and LUMO ... 8.547 eV
HOMO energy ... -8.039 eV
SMILES ... C#CN1c2ccccc2Sc2cc(CCC(C)C)c(CCC(F)(F)C(F)(F)C(F)(F)C(F)(F)F)c(CCCCCCC)c21.COCCNCCOC.COCCNCCOC.COCCNCCOC

Atomic partial charges in e from the Mulliken method, atoms 1 to 6:
1 C -0.853
2 C 0.082
3 N 0.761
4 C -0.637
5 C -0.044
6 C -0.663



Entry 2:
The following is a DFT calculation (the ωB97M-V functional and the def2-TZVPD basis) of a cluster of 11 separate species, C50H83F21O26 in total at a distorted geometry.

Positions of all 180 atoms, in Å:
C: 5.3279 0.8253 2.2787
C: 5.0475 0.2227 0.9028
O: 5.3689 1.0895 -0.1759
C: 6.6269 1.4465 -0.3736
O: 7.5464 1.0090 0.2419
C: 6.8007 2.4897 -1.4828
F: 7.8351 2.1080 -2.2418
F: 5.7184 2.5729 -2.2466
F: 7.1180 3.7005 -1.0223
H: 6.3834 1.0810 2.3672
H: 5.1742 0.1136 3.0933
H: 4.7014 1.6903 2.5040
H: 4.0114 -0.0774 0.7943
H: 5.7121 -0.6425 0.8536
C: -1.1397 2.7302 -5.0909
C: -1.6843 4.0755 -5.4986
O: -1.5989 4.9892 -4.3891
C: -2.2425 6.1191 -4.4512
O: -3.0559 6.3957 -5.2854
C: -1.9245 7.0874 -3.2960
F: -1.4119 6.4019 -2.2539
F: -1.0243 7.9867 -3.6874
F: -3.0314 7.6713 -2.8618
H: -0.9492 2.1001 -5.9611
H: -1.9263 2.2105 -4.5423
H: -0.2250 2.7318 -4.5036
H: -2.7180 3.9751 -5.8332
H: -1.1889 4.5664 -6.3387
C: -9.2762 0.3098 1.9697
C: -8.0856 1.2236 1.9268
O: -7.3709 1.1791 3.1680
C: -6.3288 0.3828 3.2914
O: -5.9857 -0.4707 2.5245
C: -5.6310 0.5091 4.6712
F: -6.2195 1.4015 5.4510
F: -5.6475 -0.6607 5.2933
F: -4.3609 0.8563 4.4462
H: -10.0020 0.4903 2.7626
H: -8.9837 -0.7388 2.0633
H: -9.8534 0.3443 1.0423
H: -8.3755 2.2684 1.8007
H: -7.4149 1.0602 1.0815
C: -2.0236 1.0140 2.0490
C: -1.6421 0.6013 0.6469
O: -0.3494 1.0812 0.2880
C: -0.0733 1.5079 -0.9320
O: -0.8702 1.5344 -1.8182
C: 1.3746 1.9762 -1.1040
F: 1.8511 2.4920 0.0337
F: 2.1555 0.9573 -1.4494
F: 1.4498 2.9266 -2.0267
H: -2.0028 2.1006 2.1624
H: -1.3700 0.5483 2.7851
H: -3.0644 0.7270 2.2046
H: -2.3952 0.9140 -0.0770
H: -1.6458 -0.4901 0.6101
C: 2.2988 7.7802 3.3293
C: 2.3647 7.7055 1.8136
O: 1.2543 7.0671 1.2182
C: 1.1225 5.7690 1.3280
O: 1.8986 5.0402 1.8721
C: -0.1940 5.2440 0.7364
F: -0.4855 4.0711 1.2960
F: -1.1928 6.1086 0.8937
F: -0.0483 5.0538 -0.5878
H: 3.0460 8.4624 3.7329
H: 2.5999 6.8134 3.7467
H: 1.3071 7.9795 3.7359
H: 3.3468 7.2707 1.6186
H: 2.3793 8.7325 1.4532
C: -4.1234 -5.7500 -2.9184
C: -5.4038 -5.0750 -2.4486
O: -5.1760 -4.0137 -1.5414
C: -4.7829 -2.8492 -2.0326
O: -4.4459 -2.6416 -3.1529
C: -4.6961 -1.7320 -0.9755
F: -5.4968 -0.7200 -1.3069
F: -5.0286 -2.1986 0.2331
F: -3.4457 -1.2674 -0.8916
H: -3.4049 -5.0436 -3.3353
H: -4.3124 -6.4877 -3.6976
H: -3.5810 -6.2415 -2.1076
H: -6.1110 -5.7596 -1.9834
H: -5.9398 -4.8107 -3.3666
C: -3.9746 2.1949 -2.7847
C: -3.6409 3.5262 -2.1010
O: -3.9403 3.3623 -0.7150
C: -4.0061 4.4699 -0.0044
O: -3.7768 5.5589 -0.4263
C: -4.4047 4.2421 1.4417
F: -4.8508 3.0052 1.6511
F: -3.3762 4.4881 2.2545
F: -5.3894 5.0919 1.7695
H: -3.4359 1.4140 -2.2476
H: -3.6712 2.1453 -3.8270
H: -5.0452 2.0186 -2.6766
H: -4.1744 4.3469 -2.5756
H: -2.5765 3.6897 -2.2777
C: 2.4077 2.8681 5.0100
C: 1.4509 1.8811 4.3702
C: 1.4730 1.9199 2.8412
O: 1.4446 0.5266 2.4786
C: 1.9112 -0.2033 3.5197
O: 2.2846 -1.3358 3.4508
O: 1.9780 0.5698 4.6135
H: 2.9750 2.4360 5.8314
H: 1.9905 3.7980 5.4078
H: 3.0975 3.2799 4.2699
H: 0.4156 1.8232 4.7146
H: 2.3296 2.3575 2.3353
H: 0.5876 2.4312 2.4771
C: 2.2980 -2.2095 0.0174
O: 3.6870 -2.5263 0.0478
C: 4.0511 -3.1635 1.2546
C: 5.5030 -3.5891 1.2729
O: 5.6685 -4.8911 0.7250
C: 6.9516 -5.4051 0.8510
C: 7.1844 -6.7426 0.1825
O: 7.1013 -6.5524 -1.2175
C: 6.9747 -7.7118 -1.9984
H: 2.0774 -1.3823 0.6934
H: 1.7187 -3.1051 0.2464
H: 2.0754 -1.8591 -0.9903
H: 3.4579 -4.0787 1.3518
H: 3.9525 -2.5279 2.1380
H: 5.8367 -3.6665 2.3141
H: 6.1701 -2.9082 0.7318
H: 7.2618 -5.5632 1.8954
H: 7.6916 -4.7218 0.4111
H: 6.3662 -7.4075 0.4884
H: 8.1895 -7.0915 0.4320
H: 7.1016 -7.3872 -3.0316
H: 5.9945 -8.1832 -1.8738
H: 7.7808 -8.4260 -1.7882
C: 6.4527 -4.6669 -3.6046
O: 6.4865 -3.2717 -3.5695
C: 5.4143 -2.7729 -2.8075
C: 5.2189 -1.2842 -2.9913
O: 4.7874 -1.0181 -4.3034
C: 4.6093 0.3597 -4.6516
C: 3.8795 0.4000 -5.9585
O: 4.7127 -0.0577 -7.0255
C: 4.0578 -0.1042 -8.2618
H: 5.5704 -5.1065 -4.0933
H: 6.5775 -5.1101 -2.6128
H: 7.2226 -5.0639 -4.2731
H: 5.5830 -3.0314 -1.7582
H: 4.4480 -3.2039 -3.1062
H: 6.2492 -0.8861 -2.9172
H: 4.6009 -0.8055 -2.2296
H: 5.6144 0.7839 -4.6778
H: 4.0066 0.7920 -3.8522
H: 3.8256 1.4711 -6.2181
H: 2.8855 -0.0482 -5.9584
H: 3.3080 -0.8967 -8.3557
H: 4.8434 -0.3730 -8.9692
H: 3.6163 0.8410 -8.5957
C: -0.6375 -2.7508 3.3633
O: -1.8912 -3.3733 3.4640
C: -3.0246 -2.4923 3.2650
C: -4.2327 -3.4048 3.3088
O: -4.4205 -3.8139 4.6392
C: -5.4255 -4.7427 4.9213
C: -6.8339 -4.2137 4.7002
O: -7.0870 -4.1668 3.3183
C: -8.1685 -3.3391 2.9477
H: -0.5167 -2.2044 2.4136
H: 0.1483 -3.4970 3.4277
H: -0.4543 -1.9649 4.1078
H: -2.8301 -2.1252 2.2526
H: -3.0179 -1.7329 4.0475
H: -4.1012 -4.2614 2.6398
H: -5.0787 -2.8431 2.9018
H: -5.3047 -5.0784 5.9505
H: -5.3001 -5.6283 4.2819
H: -6.8357 -3.2023 5.1347
H: -7.5836 -4.7580 5.2892
H: -8.4985 -2.6485 3.7259
H: -9.0087 -3.9743 2.6498
H: -7.9040 -2.7607 2.0601

DFT total energy ... -6008.33817 Eh
Spin multiplicity ... 1
Total charge ... 0
E_LUMO ... 0.3619 eV
Gap between HOMO and LUMO ... 9.299 eV
HOMO energy ... -8.937 eV
SMILES ... CCOC(=O)C(F)(F)F.CCOC(=O)C(F)(F)F.CCOC(=O)C(F)(F)F.CCOC(=O)C(F)(F)F.CCOC(=O)C(F)(F)F.CCOC(=O)C(F)(F)F.CCOC(=O)C(F)(F)F.C[C@H]1COC(=O)O1.COCCOCCOC.COCCOCCOC.COCCOCCOC

Atomic partial charges in e from the Mulliken method, atoms 1 to 6:
1 C -1.647
2 C 0.751
3 O -0.079
4 C 0.324
5 O -0.528
6 C 0.812



Entry 3:
The following is a DFT calculation (the ωB97M-V functional and the def2-TZVPD basis) of a cluster of 12 separate species, C50H92O13 in total at a distorted geometry.

Positions of all 155 atoms, in Å:
O: -2.4538 -3.2170 5.4686
C: -1.6363 -2.3235 5.4381
C: -1.2704 -1.6253 6.7073
C: -0.0947 -1.0472 6.7794
C: 0.7386 -0.7956 5.5136
O: 1.7188 -0.1283 5.6557
C: 0.2079 -1.3148 4.2540
C: -0.9298 -2.0031 4.2128
H: -1.7955 -1.7453 7.6361
H: 0.3004 -0.6754 7.6908
H: 0.8125 -1.0672 3.4049
H: -1.3433 -2.3866 3.2467
C: -1.9938 3.2764 -6.8801
C: -3.0000 2.9493 -5.8672
C: -2.1404 2.6153 -4.6773
O: -1.0725 1.8083 -5.2630
C: -0.6942 2.4764 -6.4856
H: -1.7731 4.3029 -6.8329
H: -2.2712 3.0029 -7.8815
H: -3.5360 2.0632 -6.1507
H: -3.6384 3.8274 -5.5297
H: -2.5315 1.9466 -3.8944
H: -1.6562 3.4870 -4.1861
H: -0.3766 1.7412 -7.2270
H: 0.1487 3.1000 -6.3098
C: -2.6078 3.9947 -1.2244
C: -1.1064 4.5264 -1.1619
C: -0.6273 3.9515 0.1178
O: -1.6694 3.1876 0.7115
C: -2.8964 3.8142 0.2828
H: -2.5364 3.0869 -1.7931
H: -3.3190 4.7183 -1.6403
H: -1.2456 5.6224 -1.0332
H: -0.5520 4.4104 -2.1129
H: -0.4278 4.6987 0.8465
H: 0.3416 3.3573 0.1142
H: -2.9203 4.7770 0.7025
H: -3.7056 3.1249 0.5195
C: 2.8779 2.0199 -2.8901
C: 1.7100 2.5439 -3.8043
C: 1.7778 4.0336 -3.6660
O: 2.5071 4.3221 -2.4371
C: 3.5096 3.3604 -2.3295
H: 3.6253 1.4114 -3.3778
H: 2.5658 1.4558 -2.0009
H: 0.6818 2.0698 -3.5652
H: 1.9332 2.1723 -4.9028
H: 0.8594 4.5969 -3.5599
H: 2.3436 4.4751 -4.4716
H: 3.8329 3.1111 -1.2686
H: 4.4166 3.7129 -2.7906
C: 4.2580 1.2051 1.7431
C: 3.6114 -0.0767 2.3524
C: 3.8970 -1.1671 1.3032
O: 5.1356 -0.8377 0.6616
C: 5.3313 0.5897 0.7738
H: 4.8021 1.8582 2.4962
H: 3.4491 1.7957 1.2901
H: 2.5701 0.0604 2.4544
H: 4.0010 -0.3574 3.3306
H: 3.0524 -1.0488 0.5385
H: 3.8570 -2.1321 1.6273
H: 5.1912 1.0605 -0.2038
H: 6.3912 0.7743 0.9897
C: 5.4902 -4.4626 -1.8980
C: 4.1166 -4.7282 -2.4814
C: 3.2564 -5.0709 -1.2513
O: 4.0942 -4.9822 -0.1000
C: 5.1912 -4.1438 -0.3871
H: 5.8778 -3.5295 -2.3326
H: 6.2554 -5.2864 -1.9535
H: 4.1770 -5.6004 -3.1469
H: 3.6786 -3.8604 -2.9477
H: 2.9028 -6.0980 -1.3701
H: 2.3509 -4.4177 -1.0801
H: 5.9355 -4.3774 0.3306
H: 4.8044 -3.1478 -0.2717
C: -0.0280 3.8797 4.8007
C: 1.2045 3.6753 3.8693
C: 1.0593 2.2906 3.3335
O: -0.1434 1.6875 3.8615
C: -0.3545 2.3911 5.0572
H: -0.9589 4.1724 4.3355
H: 0.2068 4.5039 5.6331
H: 2.0774 3.8656 4.4699
H: 1.1598 4.4248 3.0549
H: 1.8795 1.6366 3.7237
H: 1.0741 2.1059 2.2496
H: 0.3005 1.9886 5.8356
H: -1.3913 2.2295 5.3821
C: -1.9493 -3.1760 -5.1172
C: -0.8525 -2.1916 -5.1548
C: 0.1917 -2.8129 -4.1767
O: -0.6564 -3.2422 -3.1421
C: -1.6813 -3.9593 -3.7756
H: -1.9869 -3.8608 -5.9550
H: -2.9051 -2.6740 -5.2076
H: -1.1588 -1.2060 -4.6991
H: -0.5335 -1.8608 -6.1271
H: 0.9203 -2.1436 -3.7202
H: 0.7009 -3.6117 -4.7051
H: -2.5178 -4.0371 -3.0579
H: -1.3679 -4.9958 -3.9484
C: 2.7705 -5.0466 6.1321
C: 2.1290 -5.6441 4.7714
C: 1.7034 -4.3480 4.0429
O: 1.6938 -3.3123 4.9931
C: 2.8403 -3.5689 5.8866
H: 3.7975 -5.3601 6.3827
H: 2.0402 -5.3469 6.8990
H: 1.2688 -6.3372 5.0870
H: 2.8120 -6.2682 4.2063
H: 0.6786 -4.4519 3.7152
H: 2.3774 -4.0429 3.2264
H: 2.6575 -2.8859 6.7488
H: 3.7995 -3.3416 5.3502
C: -4.6360 1.5733 3.5597
C: -3.5680 0.7781 2.7634
C: -4.4061 0.3017 1.5715
O: -5.4515 1.1839 1.3395
C: -5.9231 1.6493 2.6270
H: -4.2397 2.6149 3.8490
H: -4.8280 0.9034 4.4486
H: -3.0942 -0.0546 3.3173
H: -2.7581 1.3949 2.3609
H: -4.8480 -0.7036 1.8659
H: -3.8283 0.2426 0.6117
H: -6.6740 0.9106 2.9740
H: -6.4350 2.6339 2.5538
C: 0.7750 -0.8820 -1.1458
C: 0.3507 0.3471 -0.3715
C: -0.3928 -0.2967 0.8056
O: 0.4049 -1.3978 1.1249
C: 0.6343 -2.0434 -0.1257
H: 1.7810 -0.8343 -1.5209
H: 0.1590 -0.9536 -2.0780
H: -0.2907 1.0487 -0.9500
H: 1.2719 0.9313 -0.0935
H: -1.4200 -0.5982 0.5266
H: -0.4034 0.2600 1.7372
H: -0.2477 -2.6352 -0.3818
H: 1.5257 -2.6780 -0.0935
C: -4.5752 -0.4178 -3.7203
C: -5.6291 0.5423 -3.1090
C: -4.7060 1.4867 -2.3117
O: -3.4169 0.9080 -2.1750
C: -3.4593 -0.3713 -2.6887
H: -4.1079 -0.1372 -4.6994
H: -5.0315 -1.4169 -3.9495
H: -6.3488 -0.0070 -2.4813
H: -6.1254 1.1887 -3.7612
H: -5.1095 1.7475 -1.3788
H: -4.5491 2.4465 -2.8154
H: -3.5579 -1.1025 -1.8754
H: -2.4649 -0.5306 -3.1263

DFT total energy ... -2938.12127 Eh
Spin multiplicity ... 1
Total charge ... 0
E_LUMO ... -0.4321 eV
Gap between HOMO and LUMO ... 8.803 eV
HOMO energy ... -9.235 eV
SMILES ... O=C1C=CC(=O)C=C1.C1CCOC1.C1CCOC1.C1CCOC1.C1CCOC1.C1CCOC1.C1CCOC1.C1CCOC1.C1CCOC1.C1CCOC1.C1CCOC1.C1CCOC1

Atomic partial charges in e from the Mulliken method, atoms 1 to 6:
1 O -0.634
2 C 0.278
3 C -0.801
4 C -0.655
5 C 0.093
6 O -0.686